[1]
DFT (wB97M-V/def2-TZVPD) results for 8 unconnected molecules or ions with the total composition C5H24NO9.

Element x y z (Å)
O (-0.822, -0.222, 2.647)
C (-0.067, -0.236, 1.635)
O (0.979, -0.935, 1.609)
C (-0.430, 0.458, 0.397)
C (-0.962, 1.946, 0.579)
C (-0.571, 2.823, -0.762)
C (0.686, 2.009, -2.661)
N (0.752, 2.441, -1.241)
H (-1.250, 0.012, -0.112)
H (0.407, 0.566, -0.295)
H (-0.541, 2.223, 1.558)
H (-2.075, 1.995, 0.692)
H (-0.745, 3.852, -0.466)
H (-1.415, 2.588, -1.481)
H (-0.026, 1.233, -2.656)
H (0.310, 2.732, -3.413)
H (1.806, 1.683, -2.969)
H (1.446, 3.195, -1.115)
H (1.782, -1.152, -1.873)
H (2.476, -1.348, -0.440)
O (2.314, -1.739, -1.385)
H (0.265, -2.190, 0.848)
H (0.973, -2.920, -0.222)
O (0.018, -2.880, 0.181)
H (-2.282, -0.178, 1.989)
H (-3.685, -0.986, 1.724)
O (-3.226, -0.232, 1.487)
H (-1.084, -1.883, -2.588)
H (-0.130, -1.479, -1.521)
O (-0.309, -1.261, -2.451)
H (-2.623, -1.671, -0.320)
H (-1.704, -2.802, -0.461)
O (-2.420, -2.355, -0.958)
H (2.921, -0.575, 1.495)
H (2.639, 0.334, 0.291)
O (3.260, -0.320, 0.557)
H (1.423, -1.266, 3.350)
H (0.497, -0.562, 4.157)
O (1.412, -0.896, 4.191)

As for the spin multiplicity: 1. As for the net charge: -1. The energy is -25493.9794 eV. The calculation puts the energy above the lowest of the compared OMol25 structures with the same formula, charge and spin at 131.7 kJ/mol. The molar mass comes out at 242.245 Da. The max |F| is 4.12 eV/A.



[2]
DFT (wB97M-V/def2-TZVPD) results for 8 unconnected molecules or ions with the total composition C5H24NO9.

Element x y z (Å)
C (-0.023, 2.041, 0.516)
C (-0.037, 1.452, 1.955)
C (-0.482, 2.414, 3.079)
C (1.266, 0.727, 2.289)
N (-0.764, 1.323, -0.515)
C (-0.405, 0.001, -0.778)
O (0.818, -0.327, -0.717)
O (-1.306, -0.699, -1.278)
H (1.067, 2.110, 0.250)
H (-0.520, 3.042, 0.437)
H (-0.747, 0.599, 1.851)
H (-1.554, 2.564, 2.908)
H (0.180, 3.272, 3.045)
H (-0.717, 1.664, 3.878)
H (1.122, 0.112, 3.178)
H (2.103, 1.432, 2.189)
H (1.562, 0.090, 1.505)
H (-1.758, 1.555, -0.472)
H (0.267, -3.270, -1.670)
H (-0.860, -2.469, -1.109)
O (-0.567, -3.398, -1.102)
H (1.507, -2.107, 1.839)
H (2.021, -1.519, 0.741)
O (2.420, -1.959, 1.545)
H (-2.955, 3.552, 0.560)
H (-2.957, 2.589, 1.811)
O (-3.211, 2.692, 0.894)
H (2.650, -2.853, -1.174)
H (1.442, -1.920, -1.079)
O (1.850, -2.645, -1.667)
H (0.781, -1.314, -3.533)
H (0.701, 0.116, -3.103)
O (0.190, -0.541, -3.584)
H (2.244, 0.599, -0.905)
H (3.486, 0.948, -1.718)
O (3.127, 1.118, -0.839)
H (-2.871, -0.845, -0.241)
H (-3.538, -2.100, 0.550)
O (-3.257, -1.188, 0.583)

As for the spin multiplicity: 1. As for the net charge: -1. The energy is -25494.1219 eV. The calculation puts the energy above the lowest of the compared OMol25 structures with the same formula, charge and spin at 118.0 kJ/mol. The molar mass comes out at 242.245 Da. The max |F| is 3.68 eV/A.



- What is the net charge in the second record?
  -1